(1)
Here is a cluster of 4 separate species, C42H90Br2F3N5O2P in total in a non-equilibrium geometry from the OMol25 dataset. Energies are from wB97M-V/def2-TZVPD.

Structure (ORCA input):
```
! wB97M-V def2-TZVPD RIJCOSX def2/J DEFGRID3
* xyz 1 1
C 4.014 -9.332 -3.081
C -2.143 -4.072 -2.505
H 6.977 4.516 -2.919
H 1.784 3.834 5.245
H 1.099 2.974 3.904
C -0.715 -0.820 -4.501
H 0.977 -8.246 -1.732
C -8.423 5.306 6.859
H -2.980 -4.524 -1.985
H -10.724 2.765 4.559
H 6.838 2.474 -5.193
H -9.165 5.862 6.279
H 8.087 1.531 -3.212
H -6.257 3.472 7.085
H 2.100 -6.214 -0.570
H -3.944 1.169 1.592
H -2.758 1.891 4.117
C 2.262 -6.794 -2.656
C -1.059 -4.501 -0.210
H -8.189 5.934 7.724
H -5.322 1.960 4.745
H -1.748 -1.428 -1.594
P -1.874 1.371 -2.734
H -1.053 -0.641 1.591
C -4.903 1.976 3.746
H 3.150 -5.169 -1.534
C -0.764 -1.591 -1.163
H -9.788 2.093 6.741
Br -1.907 -2.724 -6.909
H -0.212 -4.837 -2.121
O 1.157 -0.120 0.915
H 3.037 3.040 -3.672
N -2.833 1.247 -1.323
C 0.014 0.427 0.258
C 6.417 3.819 -3.548
H 4.131 3.024 -5.058
H 7.841 3.903 -5.140
H 4.945 4.158 3.757
H 5.717 4.433 -4.122
H -0.964 -1.920 -0.149
H 3.939 2.239 4.625
C -0.061 -2.780 -1.814
H 4.735 -10.049 -2.682
H -0.310 -4.053 0.437
H 2.272 2.753 2.148
C -9.037 3.999 7.360
Br -0.864 1.691 -6.049
H -1.990 -4.619 -3.431
C 0.314 -0.053 -3.681
H -1.027 -5.580 -0.118
C -1.353 -0.146 -5.734
H -2.413 -3.067 -2.817
C 3.516 -0.096 3.570
H 4.976 3.466 -2.001
C 5.638 2.868 -2.639
H 2.866 -0.134 4.442
H 3.398 0.408 1.530
H 0.810 1.222 2.509
C -10.466 3.525 5.297
H -3.625 0.399 4.323
C 8.488 2.349 -3.813
C -3.547 1.280 3.688
H -1.252 1.591 2.660
H 3.650 4.815 4.769
H -5.123 4.423 6.128
C 1.761 -8.228 -2.496
H -0.610 2.288 -0.342
C 7.383 3.135 -4.513
C 0.065 -0.306 -1.129
F -1.568 -0.362 -8.099
C 4.808 1.815 -3.371
H 1.104 -0.637 -1.220
H -2.047 -4.196 0.134
H 3.464 4.746 3.027
C -1.801 1.261 1.775
C 2.842 -6.204 -1.372
N 0.236 1.875 0.034
C 1.867 2.918 4.671
H 2.935 -9.056 -4.956
C -7.162 5.140 6.013
H 2.366 -10.231 -2.037
H 1.773 1.565 -2.654
H 3.995 2.543 1.980
H -1.241 3.398 -2.039
H -4.862 2.991 3.364
O -1.541 2.983 -2.856
H 0.911 -2.917 -1.339
H -8.349 3.516 8.059
H 3.718 -6.757 -1.032
H 0.098 -2.642 -2.881
H -0.206 -1.704 -4.874
H 3.175 1.679 -0.291
H -11.379 3.798 5.829
C -3.188 0.786 2.272
C 1.228 2.000 -0.938
H -3.235 -0.296 2.219
H 1.185 -0.436 2.937
C 3.615 -9.770 -4.488
C -0.129 0.632 -2.351
C -6.007 4.485 6.766
C 3.254 2.805 4.007
H 6.331 2.362 -1.961
C 2.836 -9.246 -2.113
H 3.215 -9.018 -1.113
H 3.701 -1.120 3.263
C -9.409 3.001 6.265
H 3.007 -6.738 -3.453
N 0.885 1.764 -2.183
F -2.715 -0.174 -5.602
C 3.136 2.259 2.586
H -7.384 4.562 5.111
H -1.530 -1.209 -3.906
H 1.047 -0.788 -3.351
H 5.453 1.171 -3.970
H 1.661 2.088 5.341
F 0.279 -1.117 -7.185
H -5.740 5.066 7.651
H -3.780 1.103 -1.657
H 4.341 1.163 -2.623
H 9.071 2.999 -3.157
N 2.515 2.353 -0.633
H 1.278 -8.538 -3.426
H -5.586 1.414 3.113
H 1.424 -6.170 -2.979
H 3.130 1.619 -4.729
H 4.453 0.353 3.878
H 3.123 -10.744 -4.467
H 4.493 -9.852 -5.129
N -1.156 0.191 1.037
C -1.046 -0.972 -7.017
H -1.979 2.137 1.163
H -6.843 6.128 5.670
C -0.852 -4.082 -1.669
H 0.879 0.645 -4.287
C 3.868 4.218 3.890
C 3.717 2.413 -4.258
H -2.871 2.142 -0.840
H -9.933 4.238 7.941
H 9.171 1.913 -4.542
H -8.517 2.702 5.706
C 1.414 0.365 2.236
C 2.900 0.730 2.447
H -10.116 4.404 4.753
H 2.779 3.321 -0.672
H 4.536 -8.372 -3.130
*
```

E = -7867.2805 Ha
highest occupied orbital energy = -0.4295 hartree
max |F| = 2.98 eV Å⁻¹
LUMO = -4.183 eV


(2)
Here is a structure of composition C31H50ClPTeTl in a non-equilibrium geometry from the OMol25 dataset. Energies are from wB97M-V/def2-TZVPD.

Structure (ORCA input):
```
! wB97M-V def2-TZVPD RIJCOSX def2/J DEFGRID3
* xyz -1 1
C -1.986 -0.955 4.480
C 2.357 0.731 4.308
H -2.275 -2.471 2.302
H 1.100 -0.041 -4.074
H 0.168 -3.904 1.904
H -0.563 -2.532 4.836
C -3.349 -2.413 -2.461
H 0.037 -1.420 -3.752
H 2.175 0.205 8.174
C 0.642 4.782 -2.285
H -1.203 -2.399 -2.742
H 4.640 -0.569 -1.998
H 2.036 -2.154 -5.039
H 0.956 4.943 -0.150
C 2.049 1.634 6.540
Te 2.373 0.958 2.243
H 2.651 0.080 -0.617
H -0.713 4.577 -0.617
H -1.699 -2.411 -1.041
C 2.395 -0.751 6.235
P -0.226 0.207 -1.249
C 2.130 -1.959 -3.966
H -2.266 -3.037 4.948
C -0.205 2.029 -1.653
C 2.128 1.838 5.165
C 3.524 -1.410 -3.650
C 2.485 -0.570 4.853
H 3.649 -1.965 -1.562
H -1.501 -0.133 -4.085
H -2.167 1.282 -3.250
C -0.078 -1.933 1.145
C 0.592 2.858 -0.631
H -2.558 -0.121 -1.220
H -3.387 -3.502 -2.566
H 1.128 -1.691 -1.501
Tl -0.456 0.079 1.483
H 0.336 2.582 0.405
H 0.680 -2.541 2.974
C -2.220 0.186 -3.314
C -3.782 -1.758 -3.777
C -0.090 -2.891 2.254
H -2.123 1.729 4.281
C 2.203 0.352 7.089
H 0.134 -0.381 4.147
H 0.344 5.823 -2.445
H -1.787 -4.042 2.985
C 3.671 -1.049 -2.171
H 2.622 -1.413 4.163
H -0.241 1.779 -3.832
H -4.820 -2.022 -4.013
H -3.175 -2.156 -4.601
H -4.062 -2.137 -1.671
H -2.880 -0.741 3.869
H 1.667 2.643 -0.750
C 1.023 -0.993 -3.524
C -0.067 3.881 -3.303
H 2.482 -1.751 6.665
C -1.933 -1.988 -2.028
C -1.553 -2.429 4.362
C 0.340 4.361 -0.846
C 0.255 2.397 -3.069
H 1.340 2.220 -3.159
H 1.880 2.483 7.215
H 0.088 -2.303 0.119
C -3.634 -0.235 -3.725
H 4.288 -2.140 -3.938
C 2.547 -0.106 -1.700
H -1.155 4.019 -3.208
Cl -2.929 0.443 1.002
H -0.354 2.049 3.711
H 0.212 4.163 -4.325
C -1.516 -2.979 2.919
C -1.139 1.345 3.997
H 1.989 -2.917 -3.443
C 1.174 -0.720 -2.025
H 2.646 0.871 -2.205
H 3.705 -0.513 -4.260
H -4.359 0.178 -3.009
H -2.268 -0.771 5.536
C -1.827 -0.457 -1.984
C -0.890 0.014 4.115
H 1.727 4.741 -2.457
H -1.273 2.296 -1.543
H 1.999 2.825 4.712
H -3.866 0.194 -4.705
*
```

E = -2453.1927 Ha
highest occupied orbital energy (alpha / beta) = -0.0638 / -0.0645 hartree
max |F| = 1.70 eV Å⁻¹
LUMO (alpha / beta) = 2.472 / 2.472 eV
energy above the lowest of the compared OMol25 structures with the same formula, charge and spin = 0.281 eV


(3)
Here is a cluster of 3 separate species, C32H32B2NO7P in total from the OMol25 dataset. Energies are from wB97M-V/def2-TZVPD.

Structure (ORCA input):
```
! wB97M-V def2-TZVPD RIJCOSX def2/J DEFGRID3
* xyz 0 1
B -2.543 3.246 -3.875
H -2.964 4.808 -4.925
O -4.474 -3.526 1.489
C 4.217 4.038 -3.209
C 4.723 2.835 -2.746
H -3.126 -1.295 -1.733
H 0.783 4.304 -3.907
O 5.792 0.468 -1.703
C -3.367 -4.592 6.005
O -2.342 4.066 -4.945
H -6.872 -3.238 0.988
O -0.520 0.063 -3.465
C -8.084 -4.065 4.561
H -9.303 -3.234 1.515
H 4.306 6.179 -3.066
O 0.718 3.381 -4.183
H -1.584 1.270 -5.042
C -6.297 -3.762 2.972
H -1.295 -3.023 -2.495
C -2.015 -4.566 5.709
H 4.355 1.892 -3.127
C -1.136 -1.962 -2.280
O -6.126 -4.656 6.471
C -2.157 -1.473 -1.259
C 7.338 1.544 -0.280
H -8.394 -4.301 5.570
H -0.650 -1.768 -4.376
C -5.752 -4.377 5.353
H -3.390 3.385 -1.985
C -9.007 -3.768 3.573
C 6.241 1.515 -1.293
H -0.127 -1.875 -1.865
C 7.841 2.750 0.210
H -1.290 -4.764 6.487
H -4.470 3.072 -3.114
H 0.996 3.505 -1.375
C 5.699 5.238 -1.743
H -3.723 -4.810 7.002
C 6.213 4.033 -1.278
C 8.869 2.744 1.145
H 0.223 1.925 -1.048
B 0.177 2.573 -3.207
C -4.847 -3.760 2.618
C 4.704 5.239 -2.705
H -2.313 1.115 -2.672
H 3.437 4.035 -3.960
C -2.513 -4.031 3.418
N -3.632 3.623 -2.944
H -1.846 -0.539 -0.786
H 10.193 1.538 2.315
C -1.588 -4.287 4.415
H -2.204 -3.811 2.405
H 6.095 6.160 -1.338
H 9.243 3.691 1.510
C 9.391 1.541 1.589
C -4.300 -4.335 5.007
O 7.703 5.108 0.206
C -1.151 -1.190 -3.592
C -7.228 -3.465 1.984
H -2.311 -2.207 -0.466
H 1.768 2.023 -1.904
H -10.064 -3.770 3.805
H -0.531 -4.270 4.186
C -6.726 -4.061 4.266
C 5.721 2.827 -1.780
C -3.872 -4.052 3.710
C 7.863 0.340 0.173
C -8.579 -3.467 2.285
C 0.791 2.505 -1.774
H 7.455 -0.582 -0.219
H 9.295 -0.599 1.456
H -2.197 -1.057 -3.924
C 8.887 0.339 1.105
P -1.410 1.561 -3.673
C 7.291 4.062 -0.245
*
```

E = -2211.2050 Ha
highest occupied orbital energy = -0.2941 hartree
SMILES = O=C1c2ccccc2C(=O)c2ccccc21.O=C1c2ccccc2C(=O)c2ccccc21.CCCO[PH2](B(C)O)B(N)O
max |F| = 0.70 eV Å⁻¹
LUMO = -0.996 eV


(4)
Here is the molecule C3H4FNO in a non-equilibrium geometry from the OMol25 dataset. Energies are from wB97M-V/def2-TZVPD.

Structure (ORCA input):
```
! wB97M-V def2-TZVPD RIJCOSX def2/J DEFGRID3
* xyz 0 1
F -0.767 -2.000 0.154
C -0.311 -0.866 -0.407
H 0.438 1.974 0.627
N 0.217 1.083 0.182
O -2.201 0.853 -0.139
H 1.256 -0.359 1.305
H -0.351 -0.886 -1.463
C 0.959 -0.228 0.214
H 1.766 -0.114 -0.452
C -1.005 0.543 -0.021
*
```

E = -346.5326 Ha
highest occupied orbital energy = -0.3575 hartree
SMILES = O=C1NC[C@H]1F
max |F| = 4.09 eV Å⁻¹
LUMO = 0.817 eV
energy above the lowest of the compared OMol25 structures with the same formula, charge and spin = 0.985 eV


(5)
Here is a cluster of 5 separate species, C20H40FNO16S in total in a non-equilibrium geometry from the OMol25 dataset. Energies are from wB97M-V/def2-TZVPD.

Structure (ORCA input):
```
! wB97M-V def2-TZVPD RIJCOSX def2/J DEFGRID3
* xyz 0 1
H -7.565 1.639 9.404
H -1.744 -5.297 6.196
C 2.689 1.237 -3.981
C -1.895 0.167 5.698
H 5.855 -0.098 0.970
O -1.736 -3.304 5.778
O -3.868 0.975 8.604
H -2.954 -4.364 7.089
C -2.835 0.531 9.486
H -6.842 3.277 9.383
C 0.992 -1.944 -6.956
O -1.699 -1.285 -6.552
C 4.082 0.695 -4.456
C 4.653 2.205 0.570
H 1.985 -2.193 -7.370
H -3.074 -2.005 -3.197
H -0.225 -0.332 -4.472
C -1.930 -2.082 6.278
H 2.281 1.901 -4.761
C -4.948 1.460 9.220
O -5.825 1.835 8.282
O -2.402 -0.611 -1.807
N 0.513 -0.759 -7.715
C -2.291 -1.446 1.565
H 0.424 -2.439 -4.940
O 4.188 1.528 -0.310
H -3.191 -0.283 10.116
H 2.057 1.622 -7.250
C -2.288 -1.261 -3.074
H 1.057 0.449 -2.836
C 3.061 1.597 -7.705
H 4.837 0.877 -3.677
C 5.274 0.329 1.787
H 4.622 3.890 -1.448
H -3.077 -2.197 1.627
H 5.763 0.087 2.728
C 3.989 0.786 -6.790
H 3.042 1.159 -8.708
C 1.715 0.060 -3.630
O -2.086 -2.615 -0.805
H -2.404 -0.505 -3.847
F -1.244 1.007 -7.206
H 0.351 -2.820 -7.156
C -1.930 -4.361 6.718
S -1.125 -0.529 -7.607
C -2.278 -1.428 -0.758
O -1.744 -0.722 -8.868
H 2.841 1.838 -3.065
H 4.170 5.239 -0.397
H -2.020 0.161 8.872
H 4.267 -0.087 1.799
O 4.261 -0.321 -7.095
H -1.224 -4.275 7.544
H -1.309 -1.911 1.639
C -7.040 2.378 8.800
H 3.034 3.901 -0.619
H 0.716 -0.925 -8.700
C 0.815 -0.322 -4.875
O -1.720 -1.196 5.302
H -7.664 2.643 7.950
H -2.469 1.357 10.096
O -2.404 -0.697 0.353
O 5.231 1.753 1.685
O -2.242 -1.822 7.411
C 1.139 -1.742 -5.415
H 2.271 -0.804 -3.236
H -2.409 -0.750 2.392
H 3.982 -0.395 -4.604
H 2.148 -2.060 -5.103
H -1.698 0.785 4.825
C 4.088 4.164 -0.538
H -1.306 -1.720 -3.182
O 4.495 1.365 -5.664
O 4.679 3.539 0.602
H -2.918 0.345 6.029
O -5.107 1.546 10.409
H 0.944 0.499 -5.590
H 3.410 2.647 -7.726
H -1.186 0.434 6.482
*
```

E = -2542.7142 Ha
highest occupied orbital energy = -0.3856 hartree
SMILES = CC(=O)OCCCCCCNS(=O)(=O)F.COC(=O)OC.COC(=O)OC.COC(=O)OC.COC(=O)OC
max |F| = 2.24 eV Å⁻¹
LUMO = 0.412 eV
energy above the lowest of the compared OMol25 structures with the same formula, charge and spin = 0.000 eV


(6)
Here is a structure of composition C33H32F3NP2Re from the OMol25 dataset. Energies are from wB97M-V/def2-TZVPD.

Structure (ORCA input):
```
! wB97M-V def2-TZVPD RIJCOSX def2/J DEFGRID3
* xyz 2 4
C -1.460 2.932 2.427
Re -1.071 -0.673 -0.072
H -4.090 4.655 3.673
C -3.930 3.948 1.654
H -1.860 3.534 -5.362
C -3.060 -0.093 0.125
H -1.895 3.751 4.357
C -0.493 -4.799 -1.051
H -1.756 5.202 -3.544
C 1.507 -0.064 4.117
H 3.527 -4.543 -0.709
H 4.010 -0.537 1.204
H -1.227 0.388 -2.540
C -1.906 2.763 1.114
C -3.151 3.268 0.733
C -0.628 -3.585 0.832
H 1.047 2.374 1.283
H -0.901 -4.028 2.895
C -1.429 3.743 -2.011
C -0.422 -2.781 -2.701
H 2.782 1.660 -0.392
P 1.323 -0.222 0.055
H 4.821 -0.461 3.525
C 3.763 -0.362 3.322
C 2.301 -1.387 -0.904
C 3.290 -3.573 -1.127
H -0.504 2.541 2.751
C 3.435 -1.995 -2.942
H 2.530 -0.088 -2.618
C 1.044 -0.109 2.810
H 0.810 0.066 4.936
C -2.248 3.612 3.343
H -1.389 4.482 -1.219
H 1.514 1.493 -1.617
N -0.549 -2.675 -0.201
F -3.257 -1.475 -0.205
C -1.336 1.450 -2.756
H -1.594 1.130 -4.865
H -3.510 3.148 -0.281
H 3.228 -0.165 5.391
C -0.476 -3.405 -1.365
C 3.303 -0.403 2.015
C -1.279 2.385 -1.724
C 1.725 1.444 -0.547
C -3.480 4.120 2.957
H 0.228 -2.702 2.562
C -0.710 -3.174 2.249
C 2.866 -0.192 4.371
H 3.780 -1.736 -3.935
H -4.889 4.349 1.353
C -1.542 1.858 -4.066
H 4.272 -3.965 -2.995
H -0.443 -5.595 -1.780
F -3.546 0.071 1.349
C 1.937 -0.277 1.751
C 2.729 -1.063 -2.191
H -0.630 -5.811 0.894
C 0.817 2.389 0.218
C -0.588 -4.909 0.301
H -1.439 -2.576 -3.052
H 2.280 -2.902 0.635
H 0.139 -1.846 -2.679
F -3.799 0.604 -0.714
H -0.022 -0.014 2.620
H 0.903 3.418 -0.131
C -1.693 3.210 -4.343
H 0.039 -3.452 -3.424
C 3.711 -3.246 -2.412
H -1.508 -2.440 2.400
C -1.636 4.150 -3.320
C 2.586 -2.648 -0.375
P -0.901 1.835 -0.053
*
```

E = -2391.4799 Ha
highest occupied orbital energy (alpha / beta) = -0.5321 / -0.5269 hartree
max |F| = 0.65 eV Å⁻¹
LUMO (alpha / beta) = -6.613 / -7.986 eV
energy above the lowest of the compared OMol25 structures with the same formula, charge and spin = 0.451 eV